Computed, not measured: 2 unconnected molecules or ions with the total composition C5H12N2O at a distorted geometry, with wB97M-V/def2-TZVPD.

relative energy (zero: lowest compared OMol25 entry of this formula, charge and spin): 337.1 kJ/mol
SMILES: CC/C(N)=C/N.C=O
orbital gap: 8.058 eV
highest occupied orbital energy: -7.3108 eV

```
! RIJCOSX wB97M-V def2-TZVPD def2/J DEFGRID3
* xyz 0 1
C 2.5014 5.2835 -3.0742
O 2.7610 5.8000 -4.1242
C -0.7657 -3.0083 -0.6360
C -1.5321 -2.1627 0.4437
C -0.7406 -1.0046 0.9785
C -0.4063 -0.8537 2.2636
N 0.2970 0.2974 2.7243
N -0.4011 -0.1175 -0.0419
H 1.3996 5.2034 -2.8435
H 3.2132 4.7733 -2.4108
H 0.1586 -3.3969 -0.2276
H -0.4265 -2.2528 -1.3761
H -2.5542 -1.8573 0.1882
H -1.7387 -3.0320 1.0767
H -0.8571 -1.4741 3.0273
H 0.2864 0.3883 3.7238
H 1.1969 0.3120 2.2658
H -0.5247 -0.1878 -1.0288
H -1.4546 -3.5193 -1.3250
H -0.4125 0.8091 0.3962
*
```

Atom charges from the Mulliken analysis, given in e for atoms 1 to 2: C -0.06; O -0.37